(1)
C5H8O2 | ωB97M-V/def2-TZVPD

**Energy**: -345.61674 Eh
**HOMO energy**: -8.393 eV
**Kohn-Sham gap**: 9.3 eV

XYZ file:
```
15
C5H8O2 ωB97M-V/def2-TZVPD
C 0.622 -1.539 -0.356
C 0.375 -0.102 -0.652
C 0.794 0.650 -1.654
C 0.569 0.736 1.881
O -0.394 0.565 0.357
C -1.740 0.304 0.408
O -2.318 -0.392 -0.369
H -0.317 -2.102 -0.390
H 1.050 -1.612 0.648
H 1.311 -1.960 -1.091
H 1.415 0.222 -2.432
H 0.539 1.702 -1.720
H 0.741 1.815 1.700
H -0.324 0.723 2.543
H -2.164 0.842 1.265
```

(2)
C3H9OS | ωB97M-V/def2-TZVPD

**Energy**: -593.13491 Eh
**Charge**: -1
**HOMO energy**: -2.463 eV
**Kohn-Sham gap**: 6.3 eV

XYZ file:
```
14
C3H9OS ωB97M-V/def2-TZVPD
C 0.764 -3.092 -0.402
O 0.977 -1.891 0.270
H 1.133 -3.937 0.180
H -0.294 -3.423 -0.453
H 1.160 -3.067 -1.416
C -1.143 2.535 0.509
C 0.042 1.615 0.190
S 0.264 1.236 -1.590
H -1.519 2.429 1.533
H -1.942 2.386 -0.193
H -0.861 3.588 0.385
H 0.951 2.106 0.535
H -0.147 0.682 0.725
H 0.613 -1.167 -0.272
```

(3)
C21H25BN7ORu | ωB97M-V/def2-TZVPD

**<S²>**: 0.756
**Energy**: -1393.01745 Eh
**Charge**: +2
**HOMO energy (spin up / spin down)**: -14.523 / -14.521 eV
**Kohn-Sham gap (spin up / spin down)**: 6.9 / 6.6 eV
**2S+1**: 2

XYZ file:
```
56
C21H25BN7ORu ωB97M-V/def2-TZVPD
Ru 0.057 0.111 -0.056
B 2.391 -0.123 -2.760
N 2.828 0.220 -1.297
C 4.080 0.553 -0.975
C 4.152 0.797 0.391
C 2.863 0.592 0.843
N 2.074 0.231 -0.189
N 0.864 -0.500 -2.853
C 0.332 -0.924 -3.989
C -1.001 -1.296 -3.784
C -1.225 -1.055 -2.458
N -0.089 -0.557 -1.890
H 2.603 0.826 -3.463
H 3.028 -1.065 -3.140
H 4.841 0.585 -1.736
H 5.015 1.093 0.961
H 2.456 0.727 1.833
H 0.933 -0.942 -4.884
H -1.693 -1.683 -4.510
H -2.116 -1.207 -1.872
O -2.280 0.129 0.027
C -2.765 1.469 -0.265
C -3.026 2.215 1.027
C -1.798 2.156 1.942
C -0.667 2.937 1.356
C -0.567 4.300 1.589
C 0.479 5.022 1.045
C 1.404 4.352 0.259
C 1.245 3.001 0.052
N 0.235 2.278 0.590
H -2.912 -0.263 0.644
H -3.654 1.417 -0.893
H -1.971 1.931 -0.853
H -3.878 1.781 1.558
H -3.299 3.242 0.775
H -1.477 1.117 2.052
H -2.043 2.508 2.942
H -1.314 4.781 2.206
H 0.570 6.084 1.227
H 2.238 4.865 -0.197
H 1.934 2.480 -0.594
N 1.286 -3.332 1.879
C 1.408 -2.081 1.473
N 0.271 -1.610 0.948
C -0.636 -2.703 0.974
C -1.948 -2.856 0.529
C -2.559 -4.077 0.731
C -1.896 -5.142 1.356
C -0.594 -5.013 1.789
C 0.007 -3.780 1.580
H 2.016 -3.864 2.330
H 2.321 -1.526 1.592
H -2.470 -2.066 0.015
H -3.576 -4.221 0.395
H -2.412 -6.082 1.490
H -0.067 -5.832 2.259
```

Table of largest force on an atom (eV/Å), in record order: 0.630; 1.247; 0.942
Table of ΔE to the lowest compared entry with this formula, charge and spin (eV), in record order: 5.122; 1.033; 0.737